Record 1
ORCA calculation (ωB97M-V/def2-TZVPD) on a cluster of 13 separate species, C74H185N11O26 in total in a non-equilibrium geometry.

CARTESIAN COORDINATES (ANGSTROEM)
C  3.1167  -7.3503  2.6644
O  3.3165  -6.5957  3.8156
C  2.1685  -6.1709  4.4514
C  2.2314  -4.6683  4.7277
O  2.4143  -3.8887  3.6280
C  1.3812  -3.7735  2.7123
H  2.5198  -6.7993  1.9470
H  2.5817  -8.3036  3.0065
H  4.1238  -7.5908  2.3590
H  2.1031  -6.5750  5.4752
H  1.2701  -6.3554  3.9154
H  3.0119  -4.5218  5.4336
H  1.2939  -4.3285  5.2533
H  0.3832  -3.6989  3.1798
H  1.3630  -4.5248  1.8850
H  1.5257  -2.8413  2.1043
C  -0.5339  0.5644  0.6873
O  0.8632  0.2319  0.8142
C  1.4013  -0.0556  -0.4966
C  1.2084  -1.5929  -0.8410
O  1.3618  -1.9508  -2.1792
C  2.7741  -2.0748  -2.5050
H  -0.9541  0.7325  1.6942
H  -1.1653  -0.1526  0.1543
H  -0.6068  1.5069  0.1756
H  2.4636  0.3436  -0.4434
H  0.9433  0.6193  -1.2004
H  0.1496  -1.7863  -0.5888
H  1.8961  -2.0198  -0.1308
H  3.2010  -2.8885  -1.8693
H  3.3031  -1.0999  -2.2828
H  2.8649  -2.2189  -3.5601
C  0.6491  2.8083  -2.6753
O  1.8358  3.5042  -2.2588
C  2.6179  3.8461  -3.4062
C  3.8860  4.5903  -2.8636
N  4.8389  3.6654  -2.1926
C  6.2695  4.0915  -2.1859
C  6.5646  5.4668  -1.6272
O  6.1068  5.4213  -0.2608
C  6.2871  6.6087  0.4443
H  0.1320  2.4848  -1.7643
H  1.0017  1.9735  -3.3396
H  -0.0326  3.5022  -3.2171
H  2.0377  4.5640  -4.0350
H  2.8183  2.9306  -4.0436
H  3.4536  5.2955  -2.1054
H  4.2151  5.2082  -3.6672
H  4.5527  3.5770  -1.2084
H  6.6450  3.9815  -3.2137
H  6.8059  3.3673  -1.5911
H  5.8605  6.1850  -2.1178
H  7.6230  5.7586  -1.7672
H  6.2477  6.4654  1.5015
H  5.4075  7.2684  0.1621
H  7.2028  7.1446  0.2429
C  -2.1155  8.4996  2.7555
O  -1.5914  7.5580  1.8896
C  -2.2835  6.3180  1.8564
C  -1.4666  5.3268  1.1976
N  -0.3717  4.8221  1.9457
C  0.6706  4.1970  1.1564
C  1.8226  3.7331  2.0344
O  2.3884  4.9189  2.6529
C  3.7277  4.7669  3.1496
H  -1.4717  9.3074  3.0356
H  -2.3700  8.0223  3.6893
H  -3.0938  8.8784  2.4038
H  -3.1999  6.4293  1.2961
H  -2.5217  5.9617  2.8650
H  -1.1025  5.7388  0.2397
H  -2.0501  4.4027  0.9353
H  0.0478  5.4584  2.5925
H  1.0965  4.9528  0.4709
H  0.2465  3.3556  0.5776
H  2.5381  3.2592  1.3704
H  1.4041  3.1096  2.7664
H  4.0895  5.7287  3.5781
H  4.4524  4.5142  2.3130
H  3.7406  3.9848  3.9184
C  -2.6224  7.6194  -3.6121
O  -2.8639  6.2542  -3.8281
C  -2.6053  5.5394  -2.6754
C  -3.0865  4.1180  -2.8851
N  -2.7094  3.2898  -1.7513
C  -3.2465  1.9552  -1.8495
C  -2.4560  1.1570  -2.8320
O  -3.0253  -0.1117  -2.7319
C  -2.4519  -0.9698  -3.7313
H  -2.5939  8.1018  -4.5923
H  -1.6209  7.7982  -3.1661
H  -3.3125  8.1147  -2.9721
H  -3.1900  6.0219  -1.8235
H  -1.5186  5.5519  -2.3591
H  -2.5194  3.8699  -3.7674
H  -4.1219  4.1320  -3.1303
H  -3.0243  3.7339  -0.8963
H  -4.2450  1.9322  -2.2232
H  -3.1738  1.4876  -0.8553
H  -1.4284  1.1199  -2.4945
H  -2.4465  1.5418  -3.8466
H  -2.4289  -0.3939  -4.6860
H  -3.0222  -1.9198  -3.8466
H  -1.4085  -1.2385  -3.5114
C  -5.0395  -2.7477  -0.5619
O  -4.2255  -2.9639  0.5511
C  -2.8516  -2.8052  0.2158
C  -2.0370  -2.8380  1.4365
N  -2.5247  -1.8367  2.3863
C  -1.9992  -2.0677  3.7246
C  -2.7227  -1.2372  4.7394
O  -4.0655  -1.6093  4.7352
C  -4.9017  -0.7622  5.4975
H  -4.6319  -3.3345  -1.4220
H  -5.0395  -1.6934  -0.7862
H  -6.0479  -3.0693  -0.2586
H  -2.7172  -1.8868  -0.3083
H  -2.6381  -3.6719  -0.4895
H  -1.0635  -2.5480  1.1225
H  -2.1326  -3.8522  1.8657
H  -3.5537  -1.9545  2.5087
H  -0.8770  -1.8186  3.7019
H  -2.1203  -3.1731  4.0160
H  -2.6682  -0.1403  4.5848
H  -2.3265  -1.4725  5.7294
H  -4.6947  0.3088  5.3491
H  -4.8219  -0.9241  6.5777
H  -5.9500  -0.9914  5.2523
C  -4.1739  0.6963  1.2491
O  -5.1675  1.6277  0.8606
C  -6.1951  0.9654  0.1240
C  -7.2695  1.9063  -0.4212
N  -6.6386  2.8998  -1.2172
C  -7.6170  3.7367  -1.8944
C  -6.9726  4.9354  -2.6447
O  -6.1895  5.6990  -1.7379
C  -5.8905  6.9733  -2.2066
H  -4.6259  -0.0853  1.8638
H  -3.4641  1.1763  1.8852
H  -3.6766  0.2175  0.3395
H  -6.6615  0.1792  0.7372
H  -5.7133  0.4156  -0.7068
H  -7.9647  2.2572  0.3826
H  -7.9833  1.3722  -1.0487
H  -6.0824  3.4377  -0.5630
H  -8.4108  4.0937  -1.1934
H  -8.1521  3.1282  -2.6682
H  -7.7958  5.5600  -3.0640
H  -6.3497  4.5210  -3.4729
H  -5.4421  7.5672  -1.3559
H  -6.7679  7.5456  -2.5798
H  -5.2013  6.9315  -3.0352
C  4.4472  -4.8766  0.4781
O  3.7937  -5.9606  -0.2097
C  4.7246  -6.7984  -0.8959
C  5.2125  -6.1961  -2.2202
N  4.1475  -5.9886  -3.1158
C  4.5741  -5.5308  -4.3790
C  3.5340  -5.4865  -5.4030
O  2.5236  -4.5529  -4.9938
C  1.3221  -4.6860  -5.6766
H  3.7058  -4.1809  0.7988
H  5.1987  -4.3760  -0.1229
H  4.9529  -5.2778  1.3836
H  4.2188  -7.7779  -1.1202
H  5.5956  -7.0192  -0.2402
H  5.9510  -6.9187  -2.6258
H  5.8872  -5.2892  -2.1385
H  3.5146  -5.3470  -2.6395
H  5.3112  -6.1909  -4.7661
H  5.0870  -4.5624  -4.2984
H  3.1947  -6.5542  -5.4495
H  3.9526  -5.1560  -6.3842
H  0.8367  -3.7289  -5.5629
H  0.7294  -5.5167  -5.2442
H  1.4457  -4.9140  -6.7198
C  -3.4626  -6.6144  0.8249
O  -3.8311  -6.6111  -0.5470
C  -3.7841  -7.8927  -1.1926
C  -2.4823  -8.2171  -1.9303
N  -2.4486  -7.5965  -3.3136
C  -2.5102  -6.1058  -3.3341
C  -1.3882  -5.4418  -2.5152
O  -0.1105  -5.9375  -2.9760
C  0.9571  -5.6652  -2.0818
H  -3.4017  -5.6356  1.2734
H  -2.5152  -7.1659  0.9412
H  -4.2520  -7.1498  1.4121
H  -4.5417  -7.8800  -1.9559
H  -4.0584  -8.6818  -0.4849
H  -2.4501  -9.2958  -2.0940
H  -1.6163  -8.0038  -1.2607
H  -1.5848  -7.9078  -3.7735
H  -3.4927  -5.7923  -2.9407
H  -2.4563  -5.8554  -4.4361
H  -1.4671  -5.6705  -1.4713
H  -1.3777  -4.3929  -2.5838
H  1.0927  -4.5676  -2.0790
H  1.8747  -6.1571  -2.4006
H  0.6268  -5.9684  -1.0452
C  5.2114  0.9406  -0.2271
O  4.8392  -0.1881  0.6019
C  4.4461  0.2589  1.8329
C  3.9557  -0.8553  2.6739
N  4.7664  -1.9922  2.6331
C  6.1007  -1.7506  3.2174
C  7.1890  -1.2796  2.2396
O  8.4324  -1.4687  2.9643
C  9.4486  -0.5424  2.5287
H  4.3535  1.5781  -0.4965
H  5.6159  0.5954  -1.1523
H  5.9139  1.5733  0.3240
H  3.5805  0.9907  1.8145
H  5.3611  0.7763  2.2550
H  2.9499  -1.1790  2.4044
H  3.7615  -0.4066  3.7198
H  4.3564  -2.8120  3.0599
H  6.4244  -2.7085  3.7122
H  6.0194  -1.0631  4.0778
H  6.9858  -0.2939  1.7794
H  7.1772  -2.0388  1.4405
H  10.3879  -0.8185  3.0996
H  9.1205  0.4991  2.8181
H  9.4775  -0.5033  1.4368
C  1.9302  -0.1911  -5.5414
O  1.4873  0.8008  -6.4943
C  0.8629  0.2108  -7.6514
C  0.6382  1.3058  -8.7195
N  -0.4489  0.8790  -9.6285
C  -1.8449  0.8855  -9.1629
C  -2.7961  0.6431  -10.3551
O  -2.5550  1.6835  -11.3015
C  -3.1359  1.4104  -12.5916
H  2.3517  -1.0576  -6.0771
H  1.1241  -0.6308  -4.9469
H  2.6513  0.3171  -4.9328
H  -0.0416  -0.2934  -7.2971
H  1.5826  -0.5121  -8.1179
H  1.5586  1.4061  -9.2981
H  0.4428  2.2794  -8.2010
H  -0.2982  1.4664  -10.3937
H  -2.2561  1.8275  -8.6984
H  -2.0276  0.0691  -8.5097
H  -3.8109  0.6447  -10.0222
H  -2.5313  -0.3602  -10.7085
H  -2.9420  2.2534  -13.3172
H  -4.2619  1.2884  -12.5509
H  -2.6550  0.4961  -12.9884
C  1.4671  7.7126  3.5169
O  0.6702  6.7009  4.0425
C  1.0541  6.2200  5.2730
C  -0.1441  5.6521  5.9318
N  -0.6432  4.3719  5.4537
C  -1.5991  3.7410  6.2159
C  -2.0626  2.3866  5.6053
O  -3.3332  2.3878  4.9648
C  -3.4216  3.3707  3.9673
H  0.8442  8.2631  2.8017
H  2.4872  7.4707  3.1325
H  1.7023  8.4305  4.3628
H  1.4665  6.9917  5.9601
H  1.8800  5.5418  5.1003
H  -0.9081  6.4333  5.9208
H  0.0420  5.4920  7.0030
H  -0.8244  4.3147  4.4331
H  -2.5289  4.3735  6.4279
H  -1.3078  3.5195  7.2277
H  -2.1189  1.5950  6.3284
H  -1.3193  2.0834  4.8831
H  -3.4938  4.3840  4.3514
H  -4.3767  3.2674  3.4660
H  -2.6486  3.3320  3.1561
C  1.0475  -0.3941  4.4911
O  1.1338  -1.5232  5.3606
C  0.6048  -1.2656  6.6134
C  0.4988  -2.5765  7.3606
N  -0.5388  -3.3759  6.7805
C  -1.0186  -4.5897  7.4248
C  -2.2051  -5.1926  6.6564
O  -1.8922  -5.6525  5.3304
C  -3.0690  -5.9857  4.5759
H  1.7731  0.3752  4.7388
H  0.0339  0.0278  4.5145
H  1.1876  -0.7823  3.5027
H  -0.4398  -0.8405  6.4340
H  1.2610  -0.5034  7.1219
H  0.3021  -2.4034  8.4479
H  1.5758  -3.0833  7.3428
H  -0.3611  -3.5129  5.8002
H  -1.3762  -4.2763  8.4424
H  -0.2846  -5.3502  7.6937
H  -2.9871  -4.3736  6.5312
H  -2.5380  -6.0239  7.3127
H  -3.8222  -5.2219  4.6738
H  -3.5037  -6.9742  4.8261
H  -2.7559  -6.0761  3.5361

Computed properties:
E (Eh): -5488.2945
Maximum force (eV/A): 3.7
Relative energy (zero: lowest compared OMol25 entry of this formula, charge and spin) (kcal per mole): 0.0

Record 2
ORCA calculation (ωB97M-V/def2-TZVPD) on a structure of composition C5H6O2 in a non-equilibrium geometry.

CARTESIAN COORDINATES (ANGSTROEM)
C  -1.6789  -0.8173  -0.1000
C  -0.2532  -0.5425  0.1994
C  0.4195  1.4973  -0.0449
C  0.7446  0.1969  -0.5776
C  1.8992  -0.4542  0.3131
O  2.9215  -0.3355  0.8413
O  0.3795  -0.9826  1.2145
H  -2.3079  -0.6091  0.7717
H  -1.7851  -1.8810  -0.3494
H  -2.0003  -0.1991  -0.9403
H  0.4554  1.6434  1.0256
H  0.3610  2.3670  -0.6932
H  0.8446  0.1168  -1.6600

Computed properties:
E (Eh): -344.4567
Maximum force (eV/A): 1.5
Relative energy (zero: lowest compared OMol25 entry of this formula, charge and spin) (kcal per mole): 91.1

no.,lowest unoccupied orbital energy (hartree)
1,0.0233
2,0.0161